# 1
The following is a quantum chemistry calculation of a 2-piece molecular cluster, C2H9N2O overall in a non-equilibrium geometry, from OMol25.

```
14
Properties=species:S:1:pos:R:3:forces:R:3:lowdin_charge:R:1
C 1.482782 -0.194712 0.725271 2.4 -0.6 1.2 -0.061
N 1.582722 1.064219 -0.094525 -3.7 0.7 -0.5 0.075
H 2.521960 -0.404449 1.053636 -0.8 0.1 0.5 0.100
H 1.229615 -1.131234 0.227127 -0.2 0.7 -1.0 0.092
H 0.748859 -0.125464 1.561182 0.8 0.6 -0.6 0.113
H 1.783953 1.028581 -1.098387 0.9 -0.5 0.5 0.156
H 0.435035 1.105735 -0.265011 1.5 0.9 0.2 0.090
H 1.951035 1.969690 0.312538 -0.4 -1.8 -0.2 0.189
C -1.543222 -0.283774 -0.798240 1.3 2.2 2.4 -0.241
N -2.473011 -0.897783 -0.019232 1.1 -0.1 -0.9 0.172
O -0.917691 0.819944 -0.595649 -3.0 -1.9 0.4 -0.060
H -1.184412 -0.725516 -1.650421 0.4 -2.2 -2.0 0.112
H -2.544111 -1.928405 0.152614 0.0 1.6 -1.0 0.156
H -3.073519 -0.296833 0.489094 -0.3 0.4 1.1 0.106
```
Forces are in eV/Å.

## Properties
energy relative to the best compared isomer or geometry (same formula, charge and spin): 202.0 kJ/mol
energy: -266.07474 Ha
highest occupied orbital energy: -15.2 eV
HOMO-LUMO gap: 0.435 hartree
total charge: +1

# 2
The following is a quantum chemistry calculation of an isolated ion of composition C2H9N2O and charge +2 in a non-equilibrium geometry, from OMol25.

```
14
Properties=species:S:1:pos:R:3:forces:R:3:mulliken_spin:R:1
C -0.003864 -1.200921 -0.133871 1.1 -2.2 1.0 -0.013
N -0.870688 -0.738551 -1.252168 0.8 -1.4 0.6 0.044
H 1.070524 -1.445633 -0.434443 -1.3 0.6 0.3 0.024
H -0.496502 -2.138286 0.255457 0.8 0.9 -0.2 0.000
H -0.576350 0.225492 -1.416951 -0.6 0.6 -0.8 -0.002
H -1.745060 -0.821046 -0.678719 -0.4 0.5 -2.3 0.002
N 0.005376 -0.195471 0.928725 2.0 1.0 -1.2 0.897
C 0.837154 1.048376 0.800272 -1.4 1.3 -0.5 -0.012
O -0.003340 1.842539 -0.140904 1.7 -0.6 1.3 0.092
H -0.389094 -0.386137 1.827700 -0.7 -0.4 1.0 -0.035
H -0.712599 -1.407965 -2.107432 -1.0 1.5 1.6 0.000
H 0.904506 1.572096 1.752884 -0.3 -0.3 0.2 -0.005
H 1.876072 0.832430 0.510342 -0.5 -0.2 -0.7 0.007
H 0.103862 2.813082 0.089106 -0.3 -1.3 -0.3 0.000
```
Forces are in eV/Å.

## Properties
energy relative to the best compared isomer or geometry (same formula, charge and spin): 247.1 kJ/mol
⟨S²⟩: 0.755
multiplicity: 2
energy: -265.54653 Ha
highest occupied orbital energy (alpha / beta): -21.2 / -20.9 eV
HOMO-LUMO gap (alpha / beta): 0.477 / 0.258 hartree
total charge: +2

# 3
The following is a quantum chemistry calculation of a 2-piece molecular cluster, C2H9N2S2 overall in a non-equilibrium geometry, from OMol25.

```
15
Properties=species:S:1:pos:R:3:forces:R:3:mulliken_spin:R:1
C 0.832530 2.197935 -1.465263 -0.2 0.3 0.1 -0.016
S 0.684847 0.426530 -1.702441 1.1 -0.1 0.4 0.656
S 1.809802 -0.281081 -0.131191 0.2 0.7 -1.2 0.286
H 1.192683 2.645270 -2.399906 0.0 -0.3 -0.1 0.041
H 1.544581 2.426258 -0.680847 0.0 0.0 0.2 -0.004
H -0.149140 2.625136 -1.271477 -0.1 0.0 0.1 0.025
H 2.515387 -1.123992 -0.923121 -0.3 -0.4 0.2 0.010
N -0.763926 -1.030100 1.835067 0.5 0.1 -0.4 0.005
C -2.060989 -0.958250 1.984369 -0.6 -0.7 -0.5 0.001
N -2.870893 -0.336264 1.175463 0.0 0.6 0.1 -0.001
H -0.262311 -0.596356 1.056213 -0.6 -0.3 0.6 -0.003
H -0.260919 -1.768244 2.304863 0.0 0.1 0.4 0.001
H -2.525748 -1.558222 2.755182 0.1 0.0 0.3 0.000
H -3.869761 -0.315852 1.326467 0.0 -0.1 0.2 0.000
H -2.536201 0.275789 0.449533 0.0 0.0 -0.2 0.000
```
Forces are in eV/Å.

## Properties
energy relative to the best compared isomer or geometry (same formula, charge and spin): 9.4 kJ/mol
⟨S²⟩: 0.754
multiplicity: 2
energy: -986.80960 Ha
highest occupied orbital energy (alpha / beta): -19.1 / -19.5 eV
HOMO-LUMO gap (alpha / beta): 0.386 / 0.270 hartree
total charge: +2

# 4
The following is a quantum chemistry calculation of C2H9N3 as an isolated structure in a non-equilibrium geometry, from OMol25.

```
14
Properties=species:S:1:pos:R:3:forces:R:3:lowdin_charge:R:1
C -1.673473 -0.266620 0.518102 -0.3 0.5 -0.5 -0.199
N -0.602060 -0.539124 -0.417806 0.6 -0.1 0.3 -0.155
H -0.932355 -0.974434 -1.275669 0.0 0.3 0.0 0.067
H 0.648501 -1.253180 0.140226 2.1 0.4 -0.7 0.127
H -1.302137 0.368044 1.328823 0.0 0.0 0.0 0.056
H -2.068505 -1.182779 0.980349 0.2 0.1 -0.1 0.068
H -2.512975 0.254813 0.040966 -0.1 0.1 0.2 0.059
N 1.064609 1.401190 0.363837 -0.1 0.1 0.1 0.067
C 1.044278 0.362144 -0.543739 -1.9 -0.4 -0.1 -0.408
N 1.713145 -0.784434 -0.146692 -0.6 -1.0 0.7 -0.034
H 1.118696 1.107022 1.329957 0.1 -0.1 -0.1 0.088
H 0.385644 2.132637 0.211782 0.1 0.0 0.0 0.089
H 2.038582 -1.315088 -0.947490 0.0 0.1 0.0 0.052
H 1.078050 0.689809 -1.582647 0.0 0.0 0.1 0.123
```
Forces are in eV/Å.

## Properties
energy relative to the best compared isomer or geometry (same formula, charge and spin): 257.9 kJ/mol
energy: -245.77343 Ha
highest occupied orbital energy: -8.0 eV
HOMO-LUMO gap: 0.333 hartree
total charge: 0

# 5
The following is a quantum chemistry calculation of a 2-piece molecular cluster, C2H9N3 overall in a non-equilibrium geometry, from OMol25.

```
14
Properties=species:S:1:pos:R:3:forces:R:3:lowdin_charge:R:1
C -0.837855 -2.011692 3.580116 -0.4 -1.1 0.4 -0.144
N -1.279557 -3.158241 3.891292 0.1 0.0 -0.1 0.002
H -0.993121 -1.738451 2.541946 0.2 0.6 0.1 0.053
H -0.346672 -1.392435 4.329420 0.1 0.4 -0.4 0.061
H -1.087162 -3.373872 4.867057 0.0 0.0 0.1 0.028
N 0.672052 0.694551 -3.129175 -0.1 -0.5 0.2 -0.024
C 0.399963 1.072180 -1.718428 0.2 -0.4 -0.5 -0.387
N 0.223066 2.481566 -1.479891 -0.6 0.2 -0.4 -0.015
H 0.478083 -0.303639 -3.178482 -0.5 0.0 -0.2 0.053
H 1.664689 0.659165 -3.292254 0.6 0.6 -0.1 0.043
H 1.167915 0.617404 -1.086064 -0.1 0.4 0.4 0.101
H -0.567134 0.612096 -1.504931 0.1 -0.1 0.3 0.102
H -0.508509 2.758853 -2.138681 0.2 0.2 0.4 0.068
H 1.014241 3.082515 -1.681925 0.2 -0.4 0.0 0.059
```
Forces are in eV/Å.

## Properties
energy relative to the best compared isomer or geometry (same formula, charge and spin): 147.3 kJ/mol
energy: -245.81557 Ha
highest occupied orbital energy: -9.7 eV
HOMO-LUMO gap: 0.389 hartree
total charge: 0

# 6
The following is a quantum chemistry calculation of a 2-piece molecular cluster, C2H9N3 overall in a non-equilibrium geometry, from OMol25.

```
14
Properties=species:S:1:pos:R:3:forces:R:3:lowdin_charge:R:1
C 5.186230 -0.687976 -3.291088 1.5 2.7 3.2 -0.175
N 4.473234 -0.572531 -4.267896 -1.8 -1.0 -3.6 0.021
H 5.109870 -1.526694 -2.671142 0.1 -1.5 0.9 0.037
H 5.673022 0.230039 -2.855026 0.5 -1.0 -0.3 0.082
H 4.659223 0.268725 -4.779674 -0.3 0.8 -0.1 0.034
N -1.817641 0.103744 2.689038 -2.5 -1.2 -0.9 0.001
C -3.037374 0.200840 1.791524 1.3 1.1 -0.3 -0.403
N -4.241377 0.617987 2.422980 -0.2 2.7 2.8 -0.053
H -1.603024 1.012079 2.987043 0.5 1.5 0.5 0.024
H -1.101721 -0.195851 2.072943 1.1 -0.3 -0.4 0.035
H -3.218688 -0.754962 1.348332 0.2 -0.7 -0.3 0.087
H -2.872167 0.961475 0.965680 0.0 -1.0 0.6 0.117
H -4.096043 1.685659 2.624666 -0.7 -2.5 -0.3 0.102
H -4.343121 0.197952 3.395714 0.3 0.5 -1.7 0.090
```
Forces are in eV/Å.

## Properties
energy relative to the best compared isomer or geometry (same formula, charge and spin): 193.5 kJ/mol
energy: -245.79798 Ha
highest occupied orbital energy: -9.7 eV
HOMO-LUMO gap: 0.399 hartree
total charge: 0

# 7
The following is a quantum chemistry calculation of a 2-piece molecular cluster, C2H9N3 overall in a non-equilibrium geometry, from OMol25.

```
14
Properties=species:S:1:pos:R:3:forces:R:3:lowdin_charge:R:1
C 0.741553 -1.859668 0.194930 0.8 -1.9 2.8 -0.247
C -0.433135 1.049844 0.313067 2.9 -3.9 1.0 0.185
N 0.795928 -0.817820 -0.481144 -4.2 5.2 1.0 0.209
N 0.063842 -2.246873 1.265155 2.1 -0.4 -1.3 0.221
N -0.420130 1.819039 -0.887151 -2.7 2.4 0.5 0.157
H 1.579430 -2.467369 0.086674 1.5 -1.6 -0.9 0.154
H 0.454925 1.327218 0.998357 -2.0 -0.5 -0.8 0.165
H -1.339888 0.473235 0.693436 1.1 1.3 -0.8 0.150
H 1.336489 -0.579159 -1.258095 1.3 -0.2 -1.2 0.100
H 0.483253 -3.017950 1.775601 -0.6 0.0 -0.1 0.157
H -0.808506 -1.925012 1.505700 -2.2 0.9 0.9 0.095
H 0.506341 2.268180 -0.981326 -0.7 0.6 -0.2 0.198
H -1.341679 2.489242 -0.841403 2.8 -0.7 0.0 0.288
H -0.634029 1.360354 -1.751236 -0.1 -1.2 -0.9 0.167
```
Forces are in eV/Å.

## Properties
energy relative to the best compared isomer or geometry (same formula, charge and spin): 383.3 kJ/mol
energy: -245.06152 Ha
highest occupied orbital energy (alpha / beta): -19.3 / -19.3 eV
HOMO-LUMO gap (alpha / beta): 0.293 / 0.292 hartree
total charge: +2

# 8
The following is a quantum chemistry calculation of a 2-piece molecular cluster, C2H9N3O overall in a non-equilibrium geometry, from OMol25.

```
15
Properties=species:S:1:pos:R:3:forces:R:3:lowdin_charge:R:1
N -2.379018 1.560277 -0.077370 -0.6 -1.2 -1.3 0.103
C -2.902790 0.894611 -1.182948 0.6 0.6 1.2 -0.407
O -2.255806 0.803826 -2.186900 0.1 -0.3 -0.8 0.020
H -2.988995 1.954598 0.601580 -0.1 0.3 0.4 0.076
H -1.517134 1.991342 -0.347246 0.3 0.6 0.4 0.087
H -3.884001 0.428170 -1.049988 -0.2 0.1 0.1 0.121
N 1.923722 -1.232906 1.664122 0.8 0.4 1.0 -0.030
C 1.166942 -1.003679 0.439199 1.1 -0.5 -0.2 -0.378
N 1.857228 -0.375854 -0.671798 -0.5 -0.3 -0.1 -0.012
H 2.407373 -0.410045 2.027256 -0.7 0.3 -0.2 0.056
H 2.721930 -1.854846 1.560591 -0.5 -0.4 -0.5 0.052
H 0.256882 -0.459457 0.683638 0.0 -0.1 -0.1 0.095
H 0.954813 -2.018205 0.092652 -0.6 0.2 0.1 0.102
H 2.687369 -0.907448 -0.899569 0.1 0.6 -0.1 0.059
H 1.951488 0.629610 -0.653224 0.4 -0.2 0.2 0.055
```
Forces are in eV/Å.

## Properties
energy relative to the best compared isomer or geometry (same formula, charge and spin): 88.1 kJ/mol
energy: -321.09818 Ha
highest occupied orbital energy: -8.7 eV
HOMO-LUMO gap: 0.356 hartree
total charge: 0

# 9
The following is a quantum chemistry calculation of C2H9N3O as an isolated structure in a non-equilibrium geometry, from OMol25.

```
15
Properties=species:S:1:pos:R:3:forces:R:3:mulliken_spin:R:1
C -0.901398 -0.019535 -0.959609 0.9 0.4 1.4 0.006
N -2.197318 0.409675 -0.703003 0.1 -1.4 -1.9 0.011
C 2.451237 0.318728 -0.241363 0.1 0.9 0.0 -0.155
N 1.962135 -0.912138 -0.362952 0.2 -0.2 0.3 0.657
N 2.245343 0.963993 0.872321 -0.4 -0.5 0.8 0.528
H -0.507626 0.377529 -1.921934 -0.5 -0.3 -0.3 -0.002
H -0.764675 -1.129047 -0.972397 -0.3 0.2 -0.7 0.000
H -0.219934 0.359865 -0.192852 -0.2 0.2 -0.1 0.000
H -2.894882 -0.057505 -1.322545 0.3 0.4 0.0 0.000
H 1.783982 -1.194380 0.615345 -0.2 -0.1 -0.3 -0.022
H -3.216398 -0.979491 1.789617 -0.5 0.6 -1.3 0.000
H 2.919352 0.820664 -1.081327 0.0 -0.3 -0.4 -0.008
H 2.468959 1.949308 0.876975 0.3 0.3 -0.4 -0.014
H -2.447617 0.085589 0.457039 -1.4 0.6 2.5 -0.001
O -2.469691 -0.581839 1.290855 1.7 -0.6 0.3 0.001
```
Forces are in eV/Å.

## Properties
energy relative to the best compared isomer or geometry (same formula, charge and spin): 697.2 kJ/mol
⟨S²⟩: 0.785
multiplicity: 2
energy: -320.55053 Ha
highest occupied orbital energy (alpha / beta): -14.0 / -14.1 eV
HOMO-LUMO gap (alpha / beta): 0.149 / 0.155 hartree
total charge: +1

# 10
The following is a quantum chemistry calculation of an isolated ion of composition C2H9N3O and charge +2 in a non-equilibrium geometry, from OMol25.

```
15
Properties=species:S:1:pos:R:3:forces:R:3:mulliken_spin:R:1
C -0.057086 -0.210801 -0.523318 0.4 7.5 7.3 0.647
C 0.495490 1.129791 0.634353 2.6 -6.2 -0.4 -0.002
N -1.337636 -0.203156 -0.788899 -1.7 -1.6 -1.3 0.457
N 0.841539 -0.999828 -1.027083 5.3 -6.6 -4.4 0.669
N -0.325914 0.740082 1.819555 -1.4 1.5 -1.8 0.006
O 0.519984 -1.856230 -2.062625 0.0 2.3 1.3 0.274
H 1.587376 0.995753 1.123775 -2.2 0.5 -2.2 -0.001
H 0.345920 1.931236 0.001856 -0.8 2.5 0.0 0.009
H -2.017193 0.484784 -0.607875 -0.5 1.3 0.3 -0.017
H -1.659427 -0.892886 -1.425005 -0.7 -0.8 -0.7 -0.012
H 1.871030 -1.108736 -0.832026 -1.5 0.7 0.6 -0.036
H 0.125112 0.002415 2.313345 0.4 -0.7 0.8 -0.001
H -1.230223 0.411579 1.493966 -0.3 -0.3 0.3 0.003
H -0.526879 1.534277 2.398616 0.1 0.7 1.0 -0.002
H 1.367905 -1.958282 -2.518635 0.3 -0.8 -0.7 0.006
```
Forces are in eV/Å.

## Properties
energy relative to the best compared isomer or geometry (same formula, charge and spin): 235.4 kJ/mol
⟨S²⟩: 2.007
multiplicity: 3
energy: -320.16838 Ha
highest occupied orbital energy (alpha / beta): -15.0 / -21.3 eV
HOMO-LUMO gap (alpha / beta): 0.271 / 0.321 hartree
total charge: +2

energy relative to the best compared isomer or geometry (same formula, charge and spin) of number 4 (C2H9N3)? 257.9 kJ/mol